<A>
{
  "formula": "C3H6NO2S",
  "method": "the ωB97M-V functional and the def2-TZVPD basis",
  "species": ["C", "C", "C", "N", "O", "O", "S", "H", "H", "H", "H", "H", "H"],
  "xyz": [[-0.473, 0.558, -0.950], [-1.085, -0.634, -0.255], [0.956, 0.033, 1.196], [-0.040, 1.462, 0.118], [0.808, 2.265, -0.339], [1.114, -2.115, -0.258], [0.239, -1.501, 0.749], [0.352, 0.101, -1.413], [-1.170, 1.231, -1.497], [-1.739, -0.381, 0.472], [-1.455, -1.436, -0.825], [2.002, 0.035, 0.871], [0.491, 0.384, 2.132]],
  "nbo_charge": [-0.322, -0.586, -0.825, -0.013, -0.630, -1.047, 1.189, 0.204, 0.204, 0.187, 0.201, 0.229, 0.209],
  "homo_energy_ev": [-2.0803, -2.0840],
  "total_charge": -1,
  "multiplicity": 1,
  "gap_ev": [5.67, 5.67]
}

***

<B>
{
  "formula": "C3H6NO2S",
  "method": "the ωB97M-V functional and the def2-TZVPD basis",
  "species": ["O", "C", "O", "C", "C", "S", "N", "H", "H", "H", "H", "H", "H"],
  "xyz": [[0.179, 1.094, -2.337], [0.722, 1.162, -1.236], [1.502, 1.982, -0.703], [0.390, -0.019, -0.169], [-0.351, 0.410, 1.093], [-0.997, -0.993, 2.095], [-0.349, -1.033, -0.950], [1.350, -0.481, 0.212], [0.223, 1.058, 1.742], [-1.295, 0.855, 0.736], [0.465, -1.922, 1.269], [-1.022, -0.593, -1.564], [-0.817, -1.520, -0.190]],
  "nbo_charge": [-0.750, 0.782, -0.784, -0.180, -0.522, -0.119, -0.864, 0.177, 0.224, 0.212, 0.110, 0.377, 0.337],
  "homo_energy_ev": -4.1911,
  "total_charge": -1,
  "multiplicity": 1,
  "gap_ev": 6.82
}

***

The least stable of them is <A>.

***

<A>
{
  "formula": "CH2BrNO",
  "method": "the ωB97M-V functional and the def2-TZVPD basis",
  "species": ["Br", "N", "C", "O", "H", "H"],
  "xyz": [[-1.719, -1.257, 0.238], [-0.042, -0.452, 0.839], [0.307, 0.482, -0.224], [0.991, -0.671, -0.048], [-0.217, 0.622, -1.199], [0.680, 1.276, 0.394]],
  "nbo_charge": [0.054, -0.117, 0.013, -0.335, 0.203, 0.182],
  "homo_energy_ev": -10.1301,
  "multiplicity": 1,
  "gap_ev": 10.14
}

***

<B>
{
  "formula": "CH2BrNO",
  "method": "the ωB97M-V functional and the def2-TZVPD basis",
  "species": ["C", "N", "O", "Br", "H", "H"],
  "xyz": [[-0.421, 0.123, 0.024], [0.740, -0.419, 0.000], [-0.773, 2.341, 0.006], [-1.978, -0.789, -0.007], [1.561, 0.175, 0.012], [0.872, -1.431, -0.034]],
  "nbo_charge": [0.257, -0.740, -0.531, 0.177, 0.438, 0.398],
  "homo_energy_ev": [-9.1499, -9.1169],
  "multiplicity": 1,
  "gap_ev": [8.65, 8.76]
}

***

<C>
{
  "formula": "CH2BrNO",
  "method": "the ωB97M-V functional and the def2-TZVPD basis",
  "species": ["C", "N", "O", "Br", "H", "H"],
  "xyz": [[-3.455, 0.077, 0.212], [-0.175, -0.199, -0.296], [-4.105, -0.435, 0.985], [-0.252, -2.117, -0.573], [0.766, 0.070, -0.160], [-0.596, 0.263, -1.121]],
  "nbo_charge": [0.502, -0.866, -0.502, 0.126, 0.365, 0.376],
  "homo_energy_ev": -9.6178,
  "multiplicity": 1,
  "gap_ev": 9.70
}

***

The least stable of them is <B>.

***

<A>
{
  "formula": "C14H41N3O5",
  "method": "the ωB97M-V functional and the def2-TZVPD basis",
  "species": ["C", "O", "C", "C", "C", "N", "H", "H", "H", "H", "H", "H", "H", "H", "H", "H", "H", "C", "O", "C", "C", "C", "N", "H", "H", "H", "H", "H", "H", "H", "H", "H", "H", "H", "C", "O", "C", "C", "C", "N", "H", "H", "H", "H", "H", "H", "H", "H", "H", "H", "H", "C", "O", "H", "H", "H", "H", "C", "O", "H", "H", "H", "H"],
  "xyz": [[22.967, -9.966, 16.127], [21.746, -9.842, 15.356], [21.968, -9.460, 14.027], [22.758, -10.507, 13.201], [22.698, -10.150, 11.645], [22.309, -11.860, 13.421], [23.435, -10.827, 15.652], [22.854, -10.141, 17.197], [23.662, -9.137, 15.995], [21.036, -9.151, 13.552], [22.475, -8.498, 13.946], [23.792, -10.426, 13.537], [22.994, -9.101, 11.656], [21.671, -10.144, 11.279], [23.374, -10.692, 10.985], [21.378, -11.613, 13.117], [22.183, -11.934, 14.420], [24.774, -9.174, 20.100], [25.119, -7.873, 20.570], [25.379, -7.768, 22.021], [26.659, -6.764, 22.195], [27.991, -7.469, 21.859], [26.710, -6.302, 23.581], [25.757, -9.642, 20.149], [24.546, -9.229, 19.036], [24.094, -9.719, 20.754], [24.534, -7.473, 22.643], [25.580, -8.757, 22.433], [26.547, -5.849, 21.614], [27.937, -8.398, 22.428], [28.857, -6.916, 22.220], [28.069, -7.702, 20.797], [27.256, -5.462, 23.707], [25.778, -5.974, 23.789], [18.993, -7.945, 16.501], [18.712, -6.603, 16.986], [18.896, -5.652, 15.953], [18.574, -4.239, 16.451], [18.179, -3.273, 15.280], [19.724, -3.717, 17.145], [20.033, -8.139, 16.237], [18.447, -8.157, 15.582], [18.678, -8.635, 17.283], [19.893, -5.718, 15.516], [18.284, -5.920, 15.092], [17.662, -4.223, 17.047], [17.282, -3.460, 14.690], [18.905, -3.339, 14.469], [18.152, -2.243, 15.636], [19.816, -4.335, 17.939], [19.529, -2.833, 17.594], [23.405, -6.498, 9.992], [22.311, -6.611, 10.773], [23.378, -6.076, 8.988], [24.246, -6.027, 10.500], [23.878, -7.476, 9.901], [22.490, -6.256, 11.648], [24.596, -13.851, 16.406], [25.917, -13.655, 16.035], [23.995, -12.948, 16.511], [24.035, -14.598, 15.844], [24.612, -14.045, 17.478], [26.345, -14.475, 15.779]],
  "nbo_charge": [-0.261, -0.549, -0.095, -0.078, -0.616, -0.793, 0.169, 0.200, 0.177, 0.189, 0.162, 0.177, 0.207, 0.203, 0.225, 0.337, 0.346, -0.252, -0.561, -0.064, -0.047, -0.618, -0.841, 0.169, 0.192, 0.172, 0.172, 0.170, 0.173, 0.206, 0.211, 0.215, 0.357, 0.346, -0.260, -0.544, -0.065, -0.069, -0.618, -0.823, 0.186, 0.163, 0.194, 0.169, 0.158, 0.172, 0.214, 0.204, 0.207, 0.358, 0.351, -0.247, -0.714, 0.175, 0.159, 0.153, 0.475, -0.252, -0.723, 0.173, 0.174, 0.156, 0.473],
  "homo_energy_ev": -9.3822,
  "multiplicity": 1,
  "gap_ev": 9.92
}

***

<B>
{
  "formula": "C14H41N3O5",
  "method": "the ωB97M-V functional and the def2-TZVPD basis",
  "species": ["C", "O", "C", "C", "C", "N", "H", "H", "H", "H", "H", "H", "H", "H", "H", "H", "H", "C", "O", "C", "C", "C", "N", "H", "H", "H", "H", "H", "H", "H", "H", "H", "H", "H", "C", "O", "C", "C", "C", "N", "H", "H", "H", "H", "H", "H", "H", "H", "H", "H", "H", "C", "O", "H", "H", "H", "H", "C", "O", "H", "H", "H", "H"],
  "xyz": [[1.035, 30.429, 17.260], [1.729, 30.985, 18.328], [2.857, 30.204, 18.682], [3.811, 30.980, 19.563], [4.037, 32.365, 18.991], [5.114, 30.274, 19.603], [1.618, 30.274, 16.347], [0.150, 31.019, 17.012], [0.600, 29.442, 17.518], [2.478, 29.325, 19.246], [3.338, 29.752, 17.806], [3.437, 31.071, 20.580], [3.152, 32.981, 19.157], [4.284, 32.394, 17.929], [4.858, 32.858, 19.521], [4.928, 29.275, 19.643], [5.605, 30.433, 18.730], [3.226, 23.670, 16.020], [2.072, 24.439, 15.863], [1.062, 24.116, 16.814], [-0.230, 24.798, 16.425], [-0.060, 26.289, 16.261], [-1.334, 24.488, 17.367], [3.028, 22.598, 15.896], [3.651, 23.772, 17.030], [3.972, 24.011, 15.306], [0.941, 23.020, 16.814], [1.417, 24.340, 17.832], [-0.565, 24.335, 15.493], [0.314, 26.495, 15.261], [0.562, 26.694, 17.062], [-1.005, 26.829, 16.363], [-1.306, 25.092, 18.187], [-1.190, 23.572, 17.793], [-2.462, 30.126, 11.386], [-2.448, 29.056, 12.301], [-2.744, 29.472, 13.610], [-2.942, 28.268, 14.474], [-4.047, 27.378, 13.921], [-3.351, 28.702, 15.821], [-3.481, 30.463, 11.178], [-1.975, 29.776, 10.476], [-1.869, 30.979, 11.745], [-1.899, 30.069, 13.991], [-3.641, 30.099, 13.719], [-2.042, 27.646, 14.562], [-3.807, 27.013, 12.928], [-4.995, 27.929, 13.932], [-4.251, 26.520, 14.570], [-2.556, 29.088, 16.324], [-3.629, 27.903, 16.380], [2.948, 25.863, 12.826], [2.737, 26.357, 14.139], [2.064, 25.385, 12.406], [3.260, 26.710, 12.218], [3.799, 25.170, 12.817], [2.407, 25.672, 14.742], [1.131, 28.878, 12.746], [1.399, 28.805, 14.113], [0.506, 28.022, 12.457], [0.603, 29.798, 12.500], [2.033, 28.864, 12.119], [2.011, 28.081, 14.305]],
  "nbo_charge": [-0.254, -0.542, -0.071, -0.077, -0.617, -0.820, 0.189, 0.189, 0.149, 0.156, 0.168, 0.190, 0.226, 0.203, 0.214, 0.345, 0.349, -0.247, -0.570, -0.061, -0.078, -0.628, -0.818, 0.172, 0.171, 0.200, 0.167, 0.169, 0.189, 0.237, 0.205, 0.219, 0.349, 0.348, -0.245, -0.542, -0.067, -0.073, -0.615, -0.839, 0.170, 0.190, 0.164, 0.166, 0.175, 0.173, 0.225, 0.207, 0.203, 0.353, 0.358, -0.248, -0.781, 0.171, 0.184, 0.160, 0.505, -0.239, -0.763, 0.159, 0.176, 0.150, 0.501],
  "homo_energy_ev": -9.2425,
  "multiplicity": 1,
  "gap_ev": 9.76
}

***

<C>
{
  "formula": "C14H41N3O5",
  "method": "the ωB97M-V functional and the def2-TZVPD basis",
  "species": ["C", "O", "C", "C", "C", "N", "H", "H", "H", "H", "H", "H", "H", "H", "H", "H", "H", "C", "O", "C", "C", "C", "N", "H", "H", "H", "H", "H", "H", "H", "H", "H", "H", "H", "C", "O", "C", "C", "C", "N", "H", "H", "H", "H", "H", "H", "H", "H", "H", "H", "H", "C", "O", "H", "H", "H", "H", "C", "O", "H", "H", "H", "H"],
  "xyz": [[19.434, 13.846, 50.572], [18.346, 14.678, 50.807], [17.862, 15.225, 49.599], [16.450, 15.841, 49.701], [15.425, 14.793, 50.201], [16.025, 16.342, 48.384], [19.177, 13.339, 49.618], [19.570, 13.025, 51.264], [20.433, 14.228, 50.624], [18.504, 15.949, 49.091], [17.849, 14.449, 48.993], [16.614, 16.813, 50.220], [15.762, 14.537, 51.196], [15.448, 13.967, 49.609], [14.568, 15.150, 50.312], [15.962, 15.484, 47.742], [16.725, 16.746, 48.038], [18.064, 18.730, 43.246], [19.011, 18.318, 44.143], [19.960, 17.376, 43.531], [21.174, 17.086, 44.495], [22.120, 18.400, 44.721], [22.029, 16.004, 44.034], [17.536, 17.767, 42.978], [18.437, 19.045, 42.330], [17.316, 19.470, 43.644], [19.471, 16.369, 43.595], [20.342, 17.542, 42.553], [20.777, 16.558, 45.467], [22.750, 18.354, 45.699], [21.465, 19.452, 44.711], [22.869, 18.432, 43.757], [22.380, 16.450, 43.373], [21.423, 15.304, 43.766], [19.526, 13.342, 44.696], [18.120, 13.164, 44.568], [17.412, 14.265, 45.181], [15.934, 14.126, 44.846], [15.612, 14.361, 43.312], [15.207, 15.091, 45.658], [19.938, 14.103, 44.065], [19.857, 12.451, 44.426], [19.828, 13.445, 45.629], [17.625, 14.174, 46.324], [17.820, 15.358, 44.880], [15.404, 13.012, 45.155], [16.261, 13.708, 42.806], [15.963, 15.291, 42.922], [14.692, 14.177, 43.062], [15.440, 16.059, 45.500], [14.107, 15.050, 45.370], [19.589, 22.457, 46.115], [20.555, 22.965, 45.293], [19.304, 21.419, 45.681], [18.584, 22.863, 46.220], [19.915, 22.386, 47.176], [20.378, 23.907, 44.988], [19.092, 18.751, 47.625], [18.564, 17.616, 46.745], [19.769, 19.621, 47.235], [19.611, 18.306, 48.244], [18.323, 19.178, 48.427], [18.848, 17.888, 45.773]],
  "nbo_charge": [-0.250, -0.536, -0.066, -0.051, -0.587, -0.805, 0.156, 0.181, 0.169, 0.161, 0.142, 0.183, 0.209, 0.196, 0.197, 0.355, 0.334, -0.235, -0.558, -0.105, -0.075, -0.648, -0.779, 0.155, 0.172, 0.205, 0.174, 0.187, 0.209, 0.238, 0.232, 0.198, 0.327, 0.341, -0.222, -0.539, -0.083, -0.046, -0.620, -0.853, 0.138, 0.189, 0.168, 0.186, 0.166, 0.195, 0.214, 0.193, 0.198, 0.363, 0.359, -0.254, -0.720, 0.163, 0.174, 0.162, 0.476, -0.251, -0.793, 0.183, 0.149, 0.169, 0.505],
  "homo_energy_ev": -8.7633,
  "multiplicity": 1,
  "gap_ev": 9.33
}

***

The least stable of them is <C>.

***

<A>
{
  "formula": "CHCl3O",
  "method": "the ωB97M-V functional and the def2-TZVPD basis",
  "species": ["C", "O", "Cl", "Cl", "Cl", "H"],
  "xyz": [[0.451, 0.154, 0.945], [-1.343, -0.861, -1.185], [1.598, 0.100, -0.261], [-0.251, 1.640, 1.415], [-0.268, -0.427, -2.247], [-0.187, -0.606, 1.333]],
  "nbo_charge": [-0.298, -0.534, 0.141, 0.050, 0.413, 0.228],
  "homo_energy_ev": [-10.2290, -8.5462],
  "multiplicity": 1,
  "gap_ev": [9.61, 6.46]
}

***

<B>
{
  "formula": "CHCl3O",
  "method": "the ωB97M-V functional and the def2-TZVPD basis",
  "species": ["C", "O", "Cl", "Cl", "Cl", "H"],
  "xyz": [[-0.326, 0.696, 0.836], [0.665, -0.572, -1.986], [-0.606, -0.931, 0.855], [0.891, 1.482, 1.721], [0.205, -1.878, -1.340], [-0.830, 1.202, -0.085]],
  "nbo_charge": [-0.354, -0.620, 0.167, 0.087, 0.479, 0.240],
  "homo_energy_ev": [-9.8316, -8.4936],
  "multiplicity": 1,
  "gap_ev": [9.23, 6.72]
}

***

The least stable of them is <B>.